No. 1
# C58H56N4P2Pd

A structure of composition C58H56N4P2Pd (the ωB97M-V functional and the def2-TZVPD basis, OMol25).

Each line ends with the Löwdin charge.
Element x y z (Å)
C: 5.7265 -3.7375 1.8977  -0.048
N: 5.4331 -2.9582 0.7150  -0.179
C: 6.5671 -2.7565 -0.1637  -0.059
C: 4.1611 -2.7250 0.2845  -0.208
C: 3.9459 -2.2359 -1.0274  -0.006
C: 2.6716 -1.8795 -1.4287  -0.021
C: 1.5747 -1.9612 -0.5438  -0.234
C: 0.2241 -1.5042 -0.9663  -0.164
C: -0.0544 -1.6017 -2.3981  -0.073
C: -1.2073 -2.0211 -3.0161  -0.003
C: -2.5316 -1.8882 -2.4741  -0.245
C: -2.9289 -2.6699 -1.3846  -0.051
C: -4.2381 -2.6946 -0.9540  -0.006
C: -5.2242 -1.9154 -1.6073  -0.233
N: -6.5256 -2.0072 -1.2181  -0.193
C: -7.4832 -1.0179 -1.6624  -0.066
C: -6.9829 -3.0534 -0.3184  -0.058
C: -4.8162 -1.0519 -2.6571  -0.035
C: -3.5031 -1.0570 -3.0884  -0.034
Pd: 0.4724 0.5579 -0.3380  0.398
P: 2.2001 1.9521 -0.6890  0.950
C: 1.6234 3.6688 -0.8909  -0.333
C: 2.0385 4.7246 -0.0658  -0.096
C: 1.4945 5.9970 -0.2252  -0.078
C: 0.5415 6.2392 -1.2178  -0.082
C: 0.1385 5.2005 -2.0588  -0.081
C: 0.6589 3.9200 -1.8828  -0.122
C: 3.4248 1.8809 0.6273  -0.383
C: 4.4618 2.8304 0.6799  -0.114
C: 5.4180 2.7594 1.6922  -0.073
C: 5.3947 1.7034 2.6080  -0.077
C: 4.4007 0.7259 2.5245  -0.072
C: 3.4028 0.8248 1.5546  -0.101
C: 3.1237 1.5110 -2.1948  -0.334
C: 4.4625 1.0779 -2.1511  -0.092
C: 5.1044 0.6661 -3.3203  -0.086
C: 4.4200 0.6725 -4.5405  -0.087
C: 3.0972 1.1150 -4.5937  -0.080
C: 2.4473 1.5136 -3.4245  -0.106
P: -1.0881 1.4335 1.0173  0.957
C: -1.3670 0.0856 2.1878  -0.373
C: -0.8071 0.1242 3.4743  -0.092
C: -0.8106 -1.0296 4.2625  -0.086
C: -1.3876 -2.2055 3.7757  -0.073
C: -2.0395 -2.2153 2.5377  -0.050
C: -2.0123 -1.0799 1.7320  -0.123
C: -0.6852 2.9399 1.9352  -0.330
C: -1.5826 4.0232 1.9504  -0.062
C: -1.2186 5.2209 2.5652  -0.074
C: 0.0320 5.3424 3.1768  -0.087
C: 0.9172 4.2614 3.1925  -0.084
C: 0.5618 3.0606 2.5763  -0.117
C: -2.7149 1.6801 0.2788  -0.370
C: -3.8902 1.2155 0.8960  -0.075
C: -5.1153 1.3455 0.2463  -0.075
C: -5.1874 2.0259 -0.9736  -0.095
C: -4.0309 2.5589 -1.5515  -0.080
C: -2.7939 2.3859 -0.9327  -0.095
C: 1.7718 -2.5366 0.7346  -0.005
C: 3.0387 -2.9211 1.1367  0.001
H: 4.9073 -3.6985 2.6185  0.073
H: 5.9293 -4.7945 1.6448  0.107
H: 6.6218 -3.3148 2.3701  0.091
H: 6.5524 -1.7499 -0.6025  0.087
H: 7.4721 -2.8566 0.4449  0.088
H: 6.6031 -3.4907 -0.9882  0.104
H: 4.7740 -2.1448 -1.7335  0.099
H: 2.5345 -1.5005 -2.4408  0.104
H: -0.5687 -1.7975 -0.2730  0.077
H: 0.7815 -1.3039 -3.0497  0.089
H: -1.1444 -2.2687 -4.0805  0.123
H: -2.2085 -3.3645 -0.9565  0.071
H: -4.5114 -3.3777 -0.1623  0.059
H: -7.5641 -0.9996 -2.7613  0.086
H: -8.4586 -1.2855 -1.2438  0.083
H: -7.1898 -0.0092 -1.3193  0.068
H: -6.6144 -2.8962 0.7084  0.093
H: -8.0752 -3.0356 -0.3044  0.078
H: -6.6618 -4.0523 -0.6541  0.096
H: -5.5668 -0.4519 -3.1711  0.093
H: -3.1954 -0.3981 -3.8962  0.109
H: 2.7836 4.5568 0.7121  0.086
H: 1.8123 6.8046 0.4326  0.107
H: 0.1194 7.2393 -1.3435  0.106
H: -0.5841 5.3784 -2.8586  0.108
H: 0.2979 3.1058 -2.5160  0.078
H: 4.5149 3.6238 -0.0683  0.114
H: 6.1863 3.5297 1.7631  0.107
H: 6.1544 1.6399 3.3880  0.105
H: 4.3937 -0.1182 3.2175  0.108
H: 2.6077 0.0748 1.5035  0.081
H: 4.9969 1.0559 -1.2020  0.097
H: 6.1432 0.3376 -3.2757  0.104
H: 4.9158 0.3314 -5.4495  0.104
H: 2.5585 1.1457 -5.5419  0.108
H: 1.4021 1.8145 -3.4716  0.083
H: -0.3735 1.0526 3.8448  0.087
H: -0.3594 -1.0048 5.2565  0.101
H: -1.3423 -3.1214 4.3658  0.109
H: -2.5786 -3.1003 2.1958  0.096
H: -2.4783 -1.1040 0.7433  0.091
H: -2.5621 3.9166 1.4800  0.105
H: -1.9143 6.0611 2.5575  0.107
H: 0.3182 6.2872 3.6390  0.104
H: 1.8912 4.3576 3.6804  0.110
H: 1.2645 2.2210 2.5793  0.091
H: -3.8500 0.7526 1.8866  0.114
H: -6.0118 0.9241 0.7045  0.108
H: -6.1509 2.1555 -1.4698  0.101
H: -4.0996 3.1106 -2.4915  0.105
H: -1.8814 2.7989 -1.3732  0.083
H: 0.9222 -2.6555 1.4138  0.126
H: 3.1708 -3.3557 2.1250  0.101
N: -1.5399 -6.2387 1.8485  -0.048
C: -2.9015 -6.1511 1.9441  -0.251
C: -3.3781 -5.4048 0.8330  -0.256
N: -2.2982 -5.0146 0.0920  -0.060
C: -1.1928 -5.5325 0.7244  -0.315
H: -3.5075 -6.6026 2.7201  0.056
H: -4.4144 -5.1983 0.6035  0.050
H: -0.1765 -5.4027 0.3572  0.062

As for the charge: 0. The calculation puts the highest occupied orbital energy at -5.61 eV. Its multiplicity is 1. The LUMO energy is -1.95 eV. The total energy is -89069.5987 eV. For the orbital gap, the calculation gives 3.661 eV.


No. 2
# C3H5N5O2

An isolated molecule of C3H5N5O2 (the ωB97M-V functional and the def2-TZVPD basis, OMol25).

Each line ends with the Löwdin charge.
Element x y z (Å)
H: -2.5700 1.2225 2.0995  0.099
N: -2.2913 1.2372 1.0369  0.072
N: -1.1152 0.7691 1.0073  -0.038
C: -0.4738 0.6733 -0.2139  -0.403
N: -1.3183 0.6447 -1.3335  0.100
C: 0.7133 0.1770 -0.1199  0.128
C: 1.9320 -0.2601 0.1362  -0.205
N: 2.4202 -1.6082 0.2960  0.129
N: 2.9448 0.7732 0.0391  -0.408
O: 2.6131 1.8172 -0.3871  0.114
O: 4.0615 0.4581 0.3141  0.093
H: -0.9942 0.8536 -2.2870  0.106
H: -2.0681 1.3210 -1.2529  0.064
H: 1.8740 -2.0464 0.9784  0.069
H: 3.4090 -1.6385 0.4689  0.078

As for the charge: 0. The calculation puts the highest occupied orbital energy at -9.35 eV. Its multiplicity is 1. The LUMO energy is -0.33 eV. The total energy is -14731.1184 eV. The value obtained for the relative energy (zero: lowest compared OMol25 entry of this formula, charge and spin) is 5.457 eV. For the orbital gap, the calculation gives 9.029 eV.


No. 3
# C3Cl2FN

An isolated molecule of C3Cl2FN (the ωB97M-V functional and the def2-TZVPD basis, OMol25).

Each line ends with the Löwdin charge.
Element x y z (Å)
N: -2.0561 -0.3214 -1.5987  0.165
C: -1.3670 -0.1151 -0.7145  -0.227
C: -0.2220 0.4161 0.0984  -0.550
Cl: -0.0618 2.2216 0.4654  0.609
C: 0.8055 -0.3597 0.4915  -0.790
F: 1.5021 0.0021 1.5029  0.064
Cl: 1.3992 -1.8436 -0.2449  0.728

As for the charge: 0. The calculation puts the highest occupied orbital energy at -10.20 eV. Its multiplicity is 1. The LUMO energy is -0.74 eV. The total energy is -32361.1368 eV. The value obtained for the relative energy (zero: lowest compared OMol25 entry of this formula, charge and spin) is 0.000 eV. For the orbital gap, the calculation gives 9.460 eV.


No. 4
# C21H64O16

A cluster of 11 separate species, C21H64O16 in total (the ωB97M-V functional and the def2-TZVPD basis, OMol25).

Each line ends with the Löwdin spin population.
Element x y z (Å)
C: 3.3630 0.3064 -4.6085  0.000
O: 3.8655 -0.5254 -5.5327  0.000
H: 3.8566 1.2646 -4.4468  0.000
H: 2.3966 0.5776 -5.0336  0.000
H: 3.0798 -0.1485 -3.6593  0.000
H: 3.8513 -0.0155 -6.3459  0.000
C: 2.8587 -4.0210 2.3075  0.000
C: 1.5029 -3.5193 1.7626  0.000
O: 1.4222 -2.1248 1.8122  0.000
O: 3.4411 -3.5014 3.4851  0.000
H: 3.6292 -3.9383 1.5409  0.000
H: 2.6902 -5.0916 2.4241  0.000
H: 0.7089 -4.0398 2.2980  0.000
H: 1.3538 -3.9489 0.7720  0.000
H: 2.1894 -1.7291 1.3921  0.000
H: 2.6640 -3.3614 4.0310  0.000
C: -0.4661 -0.5841 -0.9558  0.000
C: 0.2975 0.7369 -1.3916  0.000
O: 1.4954 0.9904 -0.6441  0.000
O: -0.8199 -0.3409 0.4124  0.000
H: 0.3369 -1.3083 -1.0935  0.000
H: -1.2879 -0.9254 -1.5853  0.000
H: -0.5062 1.4617 -1.2621  0.000
H: 0.5425 0.6164 -2.4469  0.000
H: 1.8410 1.8189 -0.9842  0.000
H: -0.2938 -0.9138 0.9751  0.000
C: -5.2837 1.7873 0.9006  0.002
C: -3.9382 1.0548 0.9699  0.001
O: -3.1281 1.2569 -0.1649  0.000
O: -6.1045 1.5084 2.0232  0.004
H: -5.8147 1.2920 0.0878  0.001
H: -5.1884 2.8271 0.5880  0.000
H: -4.1050 -0.0165 1.0822  0.000
H: -3.4839 1.4680 1.8705  0.000
H: -2.2906 0.7955 -0.0802  0.000
H: -6.0827 0.5524 2.1080  0.000
C: 5.5715 -1.4710 -0.4576  0.000
C: 4.4156 -0.4724 -0.4076  0.000
O: 3.1758 -0.9555 0.1709  0.000
O: 6.7248 -0.7093 -0.7333  0.000
H: 5.2980 -2.2229 -1.1978  0.000
H: 5.6199 -1.8333 0.5693  0.000
H: 4.2711 0.0560 -1.3500  0.000
H: 4.7612 0.3399 0.2318  0.000
H: 2.4999 -0.2759 0.2238  0.000
H: 7.3554 -1.3573 -1.0559  0.000
C: 4.7032 3.8712 -0.8138  0.000
C: 3.2916 4.3874 -1.0180  0.000
O: 2.3277 3.4372 -1.4095  0.000
O: 4.5823 2.8765 0.1393  0.000
H: 5.3103 4.6179 -0.3021  0.000
H: 5.2196 3.5242 -1.7088  0.000
H: 3.3440 5.1811 -1.7633  0.000
H: 2.9632 4.9048 -0.1167  0.000
H: 1.6798 4.0993 -1.6613  0.000
H: 3.8781 2.3000 -0.1663  0.000
C: -2.3170 -3.9403 1.4606  0.001
C: -2.2977 -3.2947 2.8504  0.000
O: -2.7400 -4.2259 3.7011  0.000
H: -1.5046 -4.6622 1.3775  0.000
H: -2.2663 -3.1217 0.7426  0.000
H: -3.2168 -4.5549 1.4330  0.000
H: -2.9629 -2.4324 2.8954  0.000
H: -1.3029 -2.8749 2.9999  0.000
H: -2.5032 -3.9677 4.5949  0.000
C: 1.5934 0.1553 4.2293  0.000
C: 2.8857 0.9463 4.1187  0.000
O: 3.2539 1.2528 5.4706  0.000
H: 1.1114 0.0879 3.2540  0.000
H: 0.9184 0.6692 4.9138  0.000
H: 1.6285 -0.8736 4.5873  0.000
H: 2.7681 1.9448 3.6976  0.000
H: 3.6847 0.4501 3.5678  0.000
H: 4.0447 0.8761 5.8634  0.000
C: -5.3216 -2.7735 -0.4818  0.039
C: -5.0297 -2.1284 -1.8225  0.171
O: -5.6125 -2.8449 -2.8657  0.614
H: -4.8932 -3.7757 -0.4718  0.012
H: -6.3862 -2.8301 -0.2547  0.004
H: -4.8049 -2.1900 0.2802  0.000
H: -3.9960 -1.8476 -2.0243  0.035
H: -5.5716 -1.1827 -1.8092  0.106
H: -5.1816 -2.3777 -3.5851  0.004
C: 0.6721 3.3003 1.6300  0.000
C: -0.5387 4.2068 1.4390  0.000
O: -0.2957 5.1945 0.4718  0.000
H: 1.3361 3.8806 2.2707  0.000
H: 1.2327 3.2103 0.6995  0.000
H: 0.2634 2.3516 1.9780  0.000
H: -0.7813 4.5734 2.4364  0.000
H: -1.4024 3.5664 1.2602  0.000
H: -1.0935 5.5738 0.0959  0.000
C: -3.7929 0.6221 -3.8009  0.002
C: -4.6749 0.4855 -4.9816  0.000
O: -4.9982 -0.8926 -5.0978  0.000
H: -4.3407 0.6113 -2.8586  0.001
H: -3.3866 1.6305 -3.7228  0.000
H: -3.0603 -0.1437 -3.5461  0.001
H: -4.1821 0.7613 -5.9139  0.000
H: -5.4988 1.1858 -4.8441  0.000
H: -5.0246 -1.1606 -6.0193  0.000

As for the charge: +1. The calculation puts the highest occupied orbital energy (spin up / spin down) at -11.28 / -11.27 eV. Its multiplicity is 2. The LUMO energy (spin up / spin down) is -2.88 / -9.53 eV. The total energy is -55558.1273 eV. For the orbital gap (spin up / spin down), the calculation gives 8.393 / 1.743 eV. Its expectation value of S² is 0.75.


No. 5
# CH3N3O3

A cluster of 2 separate species, CH3N3O3 in total (the ωB97M-V functional and the def2-TZVPD basis, OMol25).

Each line ends with the Löwdin charge.
Element x y z (Å)
H: -0.3622 -1.4578 0.2356  0.140
N: -1.0812 -0.6626 0.5208  0.110
N: -1.8016 -0.2147 -0.3891  -0.480
O: -1.8695 -0.5445 -1.5616  0.040
O: -2.6366 0.7707 0.1000  0.054
H: -2.2181 1.1460 0.9217  0.138
N: 2.1235 0.8893 -0.0892  0.182
C: 2.5914 -0.2179 -0.1172  -0.442
O: 3.0721 -1.2304 -0.2826  0.192
H: 2.1822 1.5218 0.6617  0.065

As for the charge: 0. The calculation puts the highest occupied orbital energy at -10.64 eV. Its multiplicity is 1. The LUMO energy is 0.38 eV. The total energy is -11694.2549 eV. The value obtained for the relative energy (zero: lowest compared OMol25 entry of this formula, charge and spin) is 1.628 eV. For the orbital gap, the calculation gives 11.024 eV.